# 1
{
  "formula": "C5H7N",
  "method": "the ωB97M-V functional and the def2-TZVPD basis",
  "e_tot_ev": -6784.7244,
  "e_above_lowest_ev": 3.7882,
  "lumo_ev": 1.11,
  "fmax_ha_per_bohr": 0.0704,
  "e_homo_ev": -9.28,
  "species": ["C", "C", "C", "C", "C", "H", "H", "H", "H", "H", "H", "H", "N"],
  "positions_angstrom": [[2.50041, 0.02330, 1.27007], [1.40386, 0.29200, 0.89185], [0.07545, 0.37017, 0.39978], [-0.21534, 0.41568, -1.08934], [-1.10783, -0.67333, 0.39651], [3.51597, 0.02902, 1.52439], [-0.45695, 1.30056, 0.71889], [0.17038, 1.48179, -1.49182], [0.34756, -0.39587, -1.63975], [-2.09938, -0.52695, -1.55017], [-0.60081, -1.66926, 0.19266], [-1.93537, -0.67208, 1.23401], [-1.59795, 0.02498, -0.85708]]
}


# 2
{
  "formula": "C3H8FPS",
  "method": "the ωB97M-V functional and the def2-TZVPD basis",
  "e_tot_ev": -26078.2888,
  "e_above_lowest_ev": 2.3405,
  "lumo_ev": [-1.89, -2.09],
  "fmax_ha_per_bohr": 0.0811,
  "e_homo_ev": [-8.91, -8.70],
  "species": ["C", "C", "C", "F", "P", "S", "H", "H", "H", "H", "H", "H", "H", "H"],
  "positions_angstrom": [[-1.00313, 0.70713, -0.19049], [-0.81206, -0.66368, 0.43559], [0.61481, -0.92246, 0.75535], [4.65572, 0.44896, -0.86468], [1.67164, -1.14871, -0.75533], [4.01393, 0.25106, 0.64106], [-2.03182, 0.89388, -0.11287], [-0.40941, 1.36826, 0.45567], [-0.49458, 0.65421, -1.06101], [-1.28220, -0.71038, 1.48536], [-1.31340, -1.49965, -0.25379], [1.07615, -0.19668, 1.32481], [0.79579, -1.76636, 1.43370], [1.13152, -0.08499, -1.65374]]
}


# 3
{
  "formula": "C19H30F12Na5O27S4",
  "method": "the ωB97M-V functional and the def2-TZVPD basis",
  "e_tot_ev": -173507.7415,
  "lumo_ev": -3.37,
  "charge": 1,
  "fmax_ha_per_bohr": 0.0927,
  "e_homo_ev": -10.88,
  "species": ["Na", "Na", "Na", "Na", "Na", "C", "F", "F", "F", "S", "O", "O", "O", "C", "F", "F", "F", "S", "O", "O", "O", "C", "F", "F", "F", "S", "O", "O", "O", "C", "F", "F", "F", "S", "O", "O", "O", "C", "O", "C", "O", "O", "C", "H", "H", "H", "H", "H", "H", "C", "O", "C", "O", "O", "C", "H", "H", "H", "H", "H", "H", "C", "O", "C", "O", "O", "C", "H", "H", "H", "H", "H", "H", "C", "O", "C", "O", "O", "C", "H", "H", "H", "H", "H", "H", "C", "O", "C", "O", "O", "C", "H", "H", "H", "H", "H", "H"],
  "positions_angstrom": [[-0.69156, -0.76498, -3.90160], [0.66648, -2.90832, -0.45134], [-3.49976, -1.29198, 0.23345], [-3.07488, 3.00789, -0.82285], [1.10129, 2.17209, -3.77975], [-5.56877, 0.22261, -4.03324], [-5.39811, 0.32301, -5.37275], [-6.53998, 1.03535, -3.59550], [-5.88993, -1.05191, -3.80177], [-3.90253, 0.63065, -3.09976], [-4.13895, 0.30815, -1.70678], [-2.93270, -0.39184, -3.58645], [-3.43505, 2.04602, -3.28951], [-2.97780, -3.65095, -3.32104], [-3.68460, -2.98607, -2.38455], [-3.65152, -4.71230, -3.86397], [-2.76039, -2.81141, -4.28963], [-1.26451, -4.19369, -2.58950], [-0.68393, -5.11940, -3.55888], [-0.52356, -2.92342, -2.71785], [-1.45683, -4.67780, -1.23722], [0.42406, 0.88710, 0.60355], [0.42683, 2.26913, 0.71800], [1.67249, 0.44429, 0.21605], [0.17825, 0.28425, 1.74462], [-0.81061, 0.33834, -0.73966], [-0.28484, 0.75805, -2.02199], [-0.94789, -1.08738, -0.55544], [-2.00439, 1.08573, -0.34556], [4.35578, -1.24441, -3.49908], [4.71238, -0.72163, -2.32455], [4.83915, -0.45334, -4.50294], [4.90817, -2.49128, -3.57203], [2.43101, -1.38862, -3.57403], [2.10590, -2.25781, -4.71679], [2.03635, -1.90192, -2.25933], [1.90245, -0.04326, -3.84289], [-2.63966, 1.71827, 3.28801], [-3.89322, 1.25363, 3.83856], [-4.34664, 0.11950, 3.47880], [-3.75682, -0.64720, 2.71064], [-5.51220, -0.06125, 3.98121], [-6.33693, -1.09358, 3.48559], [-2.86905, 1.61453, 2.22749], [-1.88457, 1.01288, 3.63494], [-2.43036, 2.73324, 3.62589], [-5.76123, -1.98129, 3.22359], [-6.88189, -0.89418, 2.56290], [-7.14590, -1.32839, 4.17734], [4.48844, -3.54790, -0.00294], [4.68533, -2.37688, 0.74431], [3.64807, -1.68955, 1.44424], [2.48287, -1.94643, 1.23366], [4.18268, -0.84279, 2.30985], [3.28909, -0.08019, 3.18388], [5.38702, -4.15111, 0.12665], [4.36317, -3.14702, -1.00878], [3.60829, -4.12349, 0.28365], [3.65774, 0.92252, 3.40013], [3.17296, -0.52015, 4.17436], [2.31129, 0.03815, 2.71696], [-0.63305, -2.44433, 3.02059], [-0.03591, -3.64924, 3.47159], [0.47691, -4.51694, 2.60510], [0.45602, -4.46730, 1.38716], [1.33979, -5.29387, 3.36122], [2.23509, -6.17963, 2.75556], [0.00941, -1.57333, 3.14979], [-1.58240, -2.36767, 3.55062], [-0.91771, -2.52310, 1.97137], [3.07254, -6.42066, 3.41029], [2.66666, -5.66868, 1.89486], [1.90477, -7.17447, 2.45675], [5.03336, 1.65074, -0.70831], [4.89494, 2.96643, -1.07093], [4.02929, 3.32099, -2.00202], [3.20252, 2.63577, -2.54896], [4.27505, 4.61151, -2.28646], [3.60009, 5.25713, -3.33068], [5.71067, 1.17517, -1.41766], [4.13091, 1.07626, -0.49935], [5.50535, 1.55062, 0.26909], [4.15298, 5.19351, -4.26790], [3.40740, 6.28756, -3.03203], [2.64758, 4.78250, -3.56635], [0.15456, 4.12835, 3.26159], [-0.60965, 5.20600, 2.73703], [-1.64071, 5.12859, 1.87452], [-2.08436, 4.11211, 1.34813], [-2.01098, 6.45440, 1.70166], [-2.84921, 6.77082, 0.54341], [1.19272, 4.40195, 3.07330], [-0.10433, 3.16008, 2.83318], [0.05982, 4.05423, 4.34494], [-3.91577, 6.59005, 0.67708], [-2.50976, 6.20683, -0.32537], [-2.72056, 7.83735, 0.35882]]
}


# 4
{
  "formula": "C25H42LiN3O3P2S2",
  "method": "the ωB97M-V functional and the def2-TZVPD basis",
  "e_tot_ev": -77677.7932,
  "e_above_lowest_ev": 0.0000,
  "lumo_ev": 0.38,
  "fmax_ha_per_bohr": 0.0364,
  "e_homo_ev": -7.56,
  "species": ["Li", "C", "C", "C", "C", "C", "N", "C", "O", "N", "C", "C", "C", "C", "N", "C", "C", "C", "H", "H", "H", "H", "H", "H", "H", "H", "H", "H", "H", "H", "H", "C", "C", "P", "C", "C", "C", "C", "H", "H", "H", "H", "H", "H", "H", "H", "H", "H", "H", "H", "H", "H", "H", "C", "C", "C", "O", "P", "S", "S", "O", "C", "C", "C", "H", "H", "H", "H", "H", "H", "H", "H", "H", "H", "H", "H", "H", "H"],
  "positions_angstrom": [[-0.49669, -1.03398, 0.50116], [5.20755, 2.47865, 0.58708], [3.76958, 2.78760, 0.81065], [2.86338, 2.93771, -0.23030], [1.53485, 3.24915, -0.03010], [1.10483, 3.55380, 1.26332], [-0.17610, 4.10184, 1.29374], [-1.10500, 4.24600, 2.31982], [-1.94255, 5.12647, 2.25306], [-1.07794, 3.39213, 3.40316], [-0.55812, 2.07433, 3.35008], [0.19540, 1.59065, 4.40132], [0.83614, 0.39464, 4.32404], [0.71011, -0.31002, 3.13124], [-0.01430, 0.08833, 2.12419], [-0.66504, 1.26879, 2.23015], [1.96349, 3.44324, 2.35606], [3.27718, 3.05003, 2.08717], [5.34341, 1.70019, -0.15121], [5.68517, 2.11603, 1.50556], [5.75103, 3.38208, 0.25842], [3.18159, 2.72236, -1.28325], [0.82581, 3.24868, -0.83546], [-0.45675, 4.69755, 0.53310], [-1.85004, 3.53787, 4.07338], [0.23092, 2.11167, 5.34159], [1.34757, 0.00474, 5.15807], [1.15908, -1.30476, 2.99879], [-1.20887, 1.60759, 1.37633], [1.60229, 3.67655, 3.33377], [3.94375, 2.96248, 2.93013], [1.47335, 0.35373, -1.93370], [2.61514, -0.18619, -1.12109], [2.01055, -1.64221, -0.18782], [2.12627, -2.98123, -1.41574], [3.30521, -3.17444, -2.32706], [3.45779, -2.01567, 0.89249], [4.75423, -1.35719, 0.44634], [1.80092, 1.21825, -2.49957], [0.61552, 0.62279, -1.32662], [1.12725, -0.38111, -2.65577], [2.83065, 0.52379, -0.34490], [3.53749, -0.34040, -1.74503], [1.22792, -2.94808, -1.99721], [2.03662, -3.89647, -0.85178], [3.60380, -2.29062, -2.86120], [3.04837, -3.88913, -3.08546], [4.21661, -3.57192, -1.81704], [3.55697, -3.08025, 1.07538], [3.15229, -1.61991, 1.87151], [5.12587, -1.84870, -0.47936], [5.52293, -1.52109, 1.23746], [4.63659, -0.27642, 0.28499], [-3.95105, -0.26522, -3.71748], [-3.09404, -1.46871, -3.41914], [-1.61754, -1.15776, -3.42138], [-3.59225, -2.07232, -2.13864], [-3.07065, -1.95785, -0.63821], [-1.47656, -3.10280, -0.23448], [-2.69279, -0.04396, -0.22204], [-4.28728, -2.55970, 0.18954], [-5.74520, -2.44658, 0.20238], [-6.27584, -1.15979, 0.81011], [-6.36454, -2.70835, -1.16452], [-3.41632, 0.26439, -4.50777], [-4.00108, 0.36618, -2.84867], [-4.93266, -0.52228, -4.14516], [-3.31792, -2.30520, -4.09974], [-1.42712, -0.23764, -2.87274], [-1.33724, -1.03198, -4.48769], [-1.05613, -1.97858, -2.93006], [-6.05820, -3.30727, 0.82090], [-6.06455, -0.30629, 0.13494], [-5.83409, -0.99825, 1.79059], [-7.35355, -1.29282, 0.90732], [-6.38592, -1.84543, -1.85400], [-7.44515, -2.89675, -1.03138], [-5.96640, -3.56492, -1.69657]]
}


# 5
{
  "formula": "C2H8NO2",
  "method": "the ωB97M-V functional and the def2-TZVPD basis",
  "e_tot_ev": -7788.2002,
  "e_above_lowest_ev": 0.9846,
  "lumo_ev": 4.68,
  "charge": -1,
  "fmax_ha_per_bohr": 0.0793,
  "e_homo_ev": -2.95,
  "species": ["C", "O", "C", "N", "H", "H", "H", "H", "H", "H", "H", "H", "O"],
  "positions_angstrom": [[0.86070, -0.46187, 1.02397], [0.03872, 0.67709, 1.02749], [0.54333, -1.22858, -0.31956], [1.30935, -0.39851, -1.38819], [0.46477, -1.01695, 1.91654], [1.94894, -0.40908, 1.09344], [-0.51798, -1.29213, -0.49502], [1.00873, -2.26173, -0.28873], [1.47295, 0.58957, -1.08234], [0.63814, -0.20399, -2.14801], [-1.71619, 1.82552, -0.49662], [-1.64752, 0.88921, 0.46412], [-2.38726, 1.16973, -0.20916]]
}